Here is a structure of composition C29H29ClF3FeN2O8P3S in a non-equilibrium geometry from OMol25. Energies are from ωB97M-V with the def2-TZVPD basis set.

Each line ends with the Löwdin charge.
Positions of all 77 atoms, in Å:
Fe1 -1.74146 -0.56277 0.45952  0.41
N1 1.25311 -1.10981 4.84175  0.02
C1 -0.06953 -0.96111 4.19575  -0.58
C2 -1.24108 -0.95890 5.18503  -0.10
P1 -0.16764 0.66529 3.29248  0.29
O1 1.30993 0.65631 2.60124  -0.19
O2 -0.24500 1.71140 4.33699  -0.31
O3 -1.19872 0.54408 2.21747  -0.36
P2 -0.28473 -2.36564 3.04509  0.51
O4 -0.89993 -3.58071 3.92234  -0.13
O5 1.18793 -2.86281 2.78329  -0.12
O6 -1.11700 -2.22481 1.83104  -0.32
H1 1.80116 -0.27370 4.66678  0.07
H2 1.77116 -2.40244 3.42387  0.07
H3 1.14465 -1.19420 5.84435  0.08
H4 -1.18393 -0.05658 5.79357  0.07
H5 -1.22485 -1.84404 5.82491  0.07
H6 -2.18285 -0.93213 4.63108  0.09
H7 1.22121 1.22068 1.79696  0.03
H8 -1.80732 -3.71893 3.62418  0.08
F1 -7.14044 0.45248 0.38753  0.12
C3 -6.54036 1.64194 0.55905  -0.60
F2 -6.45082 1.84720 1.88266  0.12
F3 -7.44094 2.56323 0.11404  0.09
C4 -5.23421 1.76965 -0.15900  -0.13
C5 -5.09674 2.71949 -1.15023  -0.03
C6 -3.88763 2.85304 -1.82099  -0.07
C7 -2.85231 2.02428 -1.43552  -0.13
N2 -2.96772 1.11218 -0.48081  0.01
C8 -4.13513 0.92829 0.16434  -0.69
S1 -4.13843 -0.32770 1.29885  0.71
H9 -5.92932 3.36055 -1.40348  0.11
H10 -3.75603 3.58294 -2.60616  0.09
H11 -1.87934 2.09476 -1.91184  0.09
O7 -2.63008 -3.16397 -2.81243  -0.01
C9 -2.05132 -2.58667 -1.89586  -0.72
O8 -2.51405 -1.64242 -1.16916  -0.16
C10 -0.62176 -3.02954 -1.55910  -0.25
P3 0.22564 -1.61421 -0.79000  1.09
C11 0.75162 -0.68184 -2.28377  -0.33
C12 2.04008 -0.68898 -2.80151  -0.08
C13 2.35644 0.08942 -3.91338  -0.09
C14 1.38548 0.86312 -4.52027  -0.10
C15 0.08650 0.85967 -4.01940  -0.08
C16 -0.22367 0.10474 -2.90298  -0.10
C17 1.82566 -2.33013 -0.26122  -0.35
C18 2.68522 -1.52026 0.48274  -0.11
C19 3.89271 -2.00327 0.95971  -0.08
C20 4.25657 -3.32287 0.71845  -0.11
C21 3.40726 -4.14083 -0.01152  -0.10
C22 2.20100 -3.64796 -0.49665  -0.09
H12 -0.11058 -3.40557 -2.44234  0.09
H13 -0.70043 -3.82596 -0.81231  0.09
H14 2.81083 -1.28990 -2.33572  0.10
H15 3.37144 0.09543 -4.29226  0.10
H16 1.63741 1.47604 -5.37761  0.09
H17 -0.67935 1.46129 -4.49499  0.10
H18 -1.22515 0.11869 -2.48810  0.08
H19 2.39536 -0.50383 0.70953  0.07
H20 4.54231 -1.35142 1.53156  0.10
H21 5.19024 -3.71374 1.10606  0.09
H22 3.68193 -5.17094 -0.20714  0.09
H23 1.55296 -4.30846 -1.05843  0.09
Cl1 4.75512 5.04609 -3.13829  0.50
C23 3.53526 4.05926 -2.32472  -0.72
C24 2.18825 4.40149 -2.41122  -0.17
C25 1.23453 3.64638 -1.76506  -0.08
C26 1.56678 2.48811 -0.97540  -0.33
C27 0.61459 1.74643 -0.29938  -0.08
C28 2.97296 2.17110 -0.94913  -0.08
C29 3.91790 2.93636 -1.59456  -0.17
H24 1.89648 5.26727 -2.99608  0.08
H25 0.18834 3.92623 -1.84765  0.09
H26 -0.43454 2.00706 -0.30587  0.02
H27 0.88409 0.83963 0.21878  -0.03
H28 3.29647 1.29700 -0.39248  0.08
H29 4.96786 2.67046 -1.53697  0.09

Calculated values
frontier orbital gap = 4.6 eV
charge = -2
relative energy (zero: lowest compared OMol25 entry of this formula, charge and spin) = 239.7 kJ/mol
DFT total energy = -143676.657 eV